No. 1
The following is a DFT calculation (the ωB97M-V functional and the def2-TZVPD basis) of a cluster of 10 separate species, C64H65F9O4 in total in a non-equilibrium geometry.

```
142
Properties=species:S:1:pos:R:3:forces:R:3:mulliken_charge:R:1
C -0.7142 3.0895 4.0992 0.569 -0.636 -0.034 -0.658
C 0.4757 2.2322 4.8091 -1.261 -0.689 -1.089 -0.618
C 1.2916 1.4390 3.6406 -0.440 0.670 1.125 -0.292
C 0.2906 0.3241 3.0845 -0.253 0.917 0.567 -0.279
O 0.8829 -0.6173 2.1479 -1.240 2.372 -1.112 -0.027
O 1.2594 -1.7746 2.7472 1.231 -3.997 0.448 -0.235
C 0.3219 -2.8249 2.5109 -5.758 0.197 1.620 0.564
O -0.8477 -2.6453 2.9526 4.381 -0.711 -1.829 -0.616
O 0.5763 -4.0542 1.8953 1.471 3.415 0.863 -0.241
C 1.8470 -4.1117 1.1941 2.549 -0.667 -1.287 0.092
C 2.0177 -3.0347 0.0130 0.628 -0.758 0.014 -0.721
C 3.1339 -4.1697 2.1866 -0.687 -1.382 -0.186 -0.567
C 2.8800 -5.2568 3.3727 0.486 1.118 1.005 -0.451
C 2.3057 -4.5303 4.7107 -0.263 -0.094 -0.872 -0.776
H -1.5308 2.3919 3.6809 1.287 0.991 0.710 0.198
H -1.2373 3.7957 4.8239 0.872 -0.727 -1.049 0.372
H -0.2500 3.6177 3.1971 -0.828 -0.413 1.473 0.063
H -0.0632 1.4237 5.4206 1.066 1.247 -0.398 0.304
H 1.1504 2.8748 5.4621 -0.910 -0.870 -0.940 0.335
H 2.2435 1.0243 4.1120 -1.275 0.226 -0.830 0.260
H 1.5789 2.2386 2.8700 -0.363 -1.450 0.789 0.237
H -0.1774 -0.2737 3.9327 0.591 0.844 -1.118 0.320
H -0.5362 0.8765 2.5002 1.242 -1.132 0.796 -0.056
H 1.8648 -5.1393 0.6651 -0.464 1.559 0.995 0.441
H 3.0389 -3.2529 -0.4816 -1.563 0.241 0.804 0.186
H 2.0692 -1.9541 0.3646 -0.402 -1.431 -0.440 0.195
H 1.2334 -3.2316 -0.7923 0.906 0.579 1.209 0.186
H 3.4033 -3.1421 2.6081 -0.308 -1.492 -0.643 0.122
H 3.9936 -4.6240 1.5632 -1.286 1.149 0.774 0.424
H 2.1417 -6.0723 3.0661 1.171 1.070 0.232 0.211
H 3.8915 -5.7237 3.6738 -1.597 0.579 -0.726 0.355
H 2.6605 -3.4420 4.7707 -0.324 -1.602 -0.022 0.151
H 1.1668 -4.4930 4.5874 1.545 -0.088 0.624 0.166
H 2.6262 -5.0919 5.6573 -0.704 0.840 -1.385 0.361
F -1.6211 4.8251 1.8758 -0.083 -0.100 -0.302 -0.239
C -1.9125 6.0054 2.4486 -0.237 0.842 0.425 -0.059
C -3.1208 6.1609 3.1077 -0.027 -0.206 0.052 -0.017
C -3.4216 7.3798 3.7049 0.301 0.080 -0.090 -0.434
C -2.5145 8.4336 3.6271 -0.038 0.015 0.020 -0.647
C -1.3050 8.2675 2.9578 -0.276 -0.179 0.072 -0.482
C -0.9992 7.0445 2.3696 0.190 -0.132 -0.121 -0.600
H -3.8184 5.3322 3.1510 0.047 0.018 -0.017 0.542
H -4.3623 7.5090 4.2298 0.059 -0.043 -0.080 0.407
H -2.7519 9.3862 4.0897 0.023 -0.102 -0.049 0.396
H -0.6007 9.0903 2.8942 -0.031 -0.109 -0.008 0.425
H -0.0591 6.8946 1.8524 -0.163 -0.025 0.081 0.705
F 4.0882 -3.7737 -2.9519 0.000 -0.181 0.089 -0.379
C 4.2167 -2.5994 -3.5929 0.063 0.771 -0.407 0.487
C 5.4724 -2.0273 -3.7189 0.108 -0.098 0.165 -0.633
C 5.6070 -0.8145 -4.3867 -0.354 -0.022 -0.018 -0.381
C 4.4823 -0.1827 -4.9114 0.039 0.034 -0.024 -0.570
C 3.2251 -0.7645 -4.7745 0.301 -0.094 0.091 -0.341
C 3.0915 -1.9828 -4.1163 -0.178 -0.115 0.038 -0.411
H 6.3349 -2.5295 -3.2969 -0.063 0.015 -0.012 0.619
H 6.5865 -0.3620 -4.4975 -0.079 -0.075 0.039 0.399
H 4.5874 0.7656 -5.4284 -0.016 -0.103 0.057 0.387
H 2.3496 -0.2692 -5.1801 0.076 -0.077 0.047 0.355
H 2.1217 -2.4546 -4.0080 0.056 0.004 0.047 0.494
F -1.1290 -9.3619 -1.1899 -0.088 -0.161 0.100 -0.321
C -1.2366 -8.0221 -1.2127 -0.090 0.910 0.004 0.330
C -1.4174 -7.3336 -0.0234 0.024 -0.136 0.123 -0.559
C -1.5236 -5.9468 -0.0465 0.013 -0.052 -0.267 -0.378
C -1.4585 -5.2657 -1.2600 0.016 0.058 0.014 -0.516
C -1.2817 -5.9683 -2.4484 -0.002 -0.044 0.318 -0.541
C -1.1644 -7.3543 -2.4250 0.028 -0.181 -0.150 -0.211
H -1.4738 -7.8814 0.9101 0.013 -0.001 -0.066 0.437
H -1.6575 -5.3969 0.8788 0.029 -0.071 -0.079 0.395
H -1.5458 -4.1838 -1.2775 0.009 -0.102 0.008 0.527
H -1.2352 -5.4367 -3.3929 0.011 -0.086 0.077 0.384
H -1.0176 -7.9169 -3.3397 -0.035 -0.005 0.053 0.466
F 1.5309 7.2928 0.4993 0.128 -0.176 -0.002 -0.272
C 1.6590 8.4679 -0.1400 0.087 0.807 -0.445 0.251
C 2.9161 9.0348 -0.2765 0.135 -0.135 0.095 -0.439
C 3.0488 10.2486 -0.9426 -0.349 -0.045 -0.011 -0.406
C 1.9215 10.8863 -1.4549 0.037 0.034 -0.014 -0.456
C 0.6635 10.3095 -1.3073 0.301 -0.058 0.073 -0.463
C 0.5313 9.0904 -0.6509 -0.172 -0.141 0.064 -0.226
H 3.7805 8.5278 0.1360 -0.070 -0.009 -0.021 0.409
H 4.0288 10.6976 -1.0619 -0.086 -0.072 0.041 0.357
H 2.0255 11.8354 -1.9706 -0.016 -0.104 0.056 0.362
H -0.2139 10.8093 -1.7032 0.071 -0.089 0.043 0.357
H -0.4393 8.6222 -0.5344 0.057 0.000 0.033 0.515
F -5.2449 6.8477 1.0645 0.042 0.110 -0.024 -0.274
C -6.1802 5.9372 0.7557 -0.512 -0.497 -0.170 0.205
C -5.8386 4.5940 0.7266 0.181 -0.032 0.080 -0.237
C -6.8097 3.6491 0.4117 -0.188 0.284 -0.020 -0.583
C -8.1083 4.0590 0.1192 -0.013 -0.063 -0.002 -0.423
C -8.4384 5.4111 0.1467 0.247 -0.175 0.067 -0.426
C -7.4707 6.3558 0.4722 -0.026 0.186 0.024 -0.409
H -4.8207 4.2947 0.9491 -0.029 0.052 -0.024 0.571
H -6.5552 2.5950 0.3936 0.015 0.117 -0.001 0.384
H -8.8641 3.3215 -0.1306 0.081 0.084 0.026 0.380
H -9.4492 5.7290 -0.0854 0.110 -0.001 0.038 0.381
H -7.7119 7.4117 0.5071 0.063 -0.042 -0.007 0.435
F -7.9101 6.9220 8.7876 -0.011 0.033 0.125 -0.316
C -7.7920 6.5983 7.4906 0.065 -0.181 -0.733 0.221
C -8.8525 6.8365 6.6305 -0.137 0.081 0.078 -0.379
C -8.7283 6.5057 5.2851 0.308 -0.097 0.139 -0.414
C -7.5492 5.9307 4.8175 -0.006 -0.009 -0.100 -0.347
C -6.4927 5.6915 5.6919 -0.297 0.142 0.002 -0.391
C -6.6120 6.0322 7.0352 0.130 -0.018 0.146 -0.433
H -9.7652 7.2771 7.0142 0.074 -0.013 0.019 0.404
H -9.5491 6.6949 4.6018 0.060 -0.020 0.094 0.378
H -7.4547 5.6687 3.7680 -0.007 0.019 0.087 0.410
H -5.5763 5.2396 5.3267 -0.064 0.045 0.074 0.448
H -5.7966 5.8614 7.7281 -0.073 0.012 0.000 0.422
F 8.5904 -3.2351 -7.5216 0.021 0.098 -0.102 -0.311
C 8.4125 -4.1420 -6.5482 -0.101 -0.544 0.574 0.274
C 9.3541 -5.1435 -6.3707 0.148 0.018 -0.115 -0.458
C 9.1720 -6.0802 -5.3585 -0.288 0.197 0.029 -0.319
C 8.0452 -6.0111 -4.5427 0.034 -0.048 0.024 -0.659
C 7.1038 -5.0037 -4.7336 0.270 -0.091 -0.119 -0.182
C 7.2910 -4.0601 -5.7384 -0.082 0.133 -0.119 -0.383
H 10.2202 -5.1861 -7.0206 -0.056 0.043 0.024 0.409
H 9.9065 -6.8636 -5.2059 -0.058 0.086 -0.052 0.362
H 7.9018 -6.7450 -3.7562 0.008 0.080 -0.084 0.377
H 6.2244 -4.9535 -4.1000 0.066 0.020 -0.077 0.388
H 6.5730 -3.2640 -5.8957 0.049 -0.046 -0.040 0.500
F -0.2308 -1.3786 -1.9485 0.000 -0.204 -0.029 -0.153
C -0.3283 -0.0391 -1.9812 -0.051 0.843 0.001 0.193
C -0.4845 0.6614 -0.7961 -0.025 -0.128 0.190 -0.088
C -0.5807 2.0490 -0.8301 0.030 -0.099 -0.344 -0.364
C -0.5300 2.7187 -2.0506 0.000 0.057 0.026 -0.736
C -0.3775 2.0036 -3.2350 -0.011 -0.051 0.310 -0.530
C -0.2705 0.6171 -3.1997 0.034 -0.138 -0.141 -0.473
H -0.5301 0.1226 0.1434 0.049 -0.044 -0.080 0.215
H -0.6957 2.6081 0.0926 -0.006 -0.063 -0.067 0.580
H -0.6094 3.8007 -2.0768 0.010 -0.115 0.004 0.443
H -0.3420 2.5258 -4.1851 0.010 -0.080 0.082 0.373
H -0.1427 0.0448 -4.1111 -0.037 -0.011 0.060 0.538
F 0.8581 -13.9087 -5.8885 0.014 -0.121 -0.097 -0.314
C 0.7594 -12.8534 -5.0643 -0.062 0.616 0.484 0.238
C 1.8511 -12.0160 -4.8975 0.154 -0.054 -0.111 -0.313
C 1.7471 -10.9198 -4.0474 -0.337 -0.185 0.006 -0.597
C 0.5561 -10.6799 -3.3659 0.125 0.089 -0.030 -0.200
C -0.5318 -11.5306 -3.5377 0.255 0.019 -0.114 -0.283
C -0.4321 -12.6208 -4.3960 -0.096 -0.127 -0.050 -0.385
H 2.7721 -12.2234 -5.4298 -0.074 -0.022 0.000 0.403
H 2.5927 -10.2535 -3.9153 -0.060 -0.091 -0.027 0.368
H 0.4774 -9.8284 -2.7007 0.046 -0.167 -0.092 0.292
H -1.4570 -11.3445 -3.0031 0.094 -0.019 -0.059 0.368
H -1.2718 -13.2885 -4.5486 0.074 0.002 -0.009 0.395
```
Positions in Å, forces in eV/Å.

Summary:
E: -3677.28530 Ha
SMILES string: CCCCOOC(=O)O[C@@H](C)CCC.Fc1ccccc1.Fc1ccccc1.Fc1ccccc1.Fc1ccccc1.Fc1ccccc1.Fc1ccccc1.Fc1ccccc1.Fc1ccccc1.Fc1ccccc1
lowest unoccupied orbital energy: 0.53 eV
net charge: 0
F_max: 0.116 hartree/bohr

No. 2
The following is a DFT calculation (the ωB97M-V functional and the def2-TZVPD basis) of a cluster of 5 separate species, C41H53FN6O16S in total in a non-equilibrium geometry.

```
118
Properties=species:S:1:pos:R:3:forces:R:3:mulliken_charge:R:1
C 0.3984 -3.1327 2.0513 0.020 -0.170 -0.169 -1.221
C 0.1501 -3.5327 0.5856 0.249 0.838 0.267 -0.488
C 0.9628 -2.6406 -0.3647 -0.426 -0.168 0.399 -0.383
N 0.2161 -1.4179 -0.6185 0.315 -0.637 -0.843 -0.047
C 0.7568 -0.4217 -1.5347 -0.979 0.703 1.355 2.609
C 1.6245 0.6468 -0.7778 0.862 -0.350 -0.154 -1.312
C 3.0856 0.9107 -1.1454 -0.494 0.862 0.402 0.428
O 3.9712 -0.1181 -0.7784 0.207 -0.123 -0.306 -0.649
C 3.5378 2.2278 -0.4278 0.417 -0.233 0.331 -1.152
N 4.1987 2.0415 0.8554 -0.198 0.420 -0.162 -0.488
C 1.1713 -0.9275 -2.9206 0.264 0.131 0.716 -1.167
S 2.7514 -1.7170 -3.3503 -0.697 -1.102 -0.471 1.371
O 2.4825 -2.3894 -4.5780 0.200 0.361 0.065 -0.710
O 3.2709 -2.4645 -2.2607 0.193 0.390 0.085 -0.536
F 3.6870 -0.5353 -3.6860 0.170 0.166 0.104 -0.215
O 0.9878 0.1785 -3.7803 0.231 -0.125 -0.228 -0.453
C 0.1928 1.1374 -3.1692 0.351 -0.602 0.186 -0.235
O 0.1635 2.2418 -3.5805 -0.246 0.647 -0.198 -0.562
C -0.4934 0.3895 -2.0368 -0.374 -0.181 -0.632 0.131
C -1.6172 -0.3987 -2.7624 -0.382 0.030 0.400 -1.488
C -2.5512 -1.2189 -1.8617 -0.008 -0.487 -0.450 -0.933
C -4.0246 -1.0534 -2.2314 -0.086 -0.512 0.458 -0.159
O -4.2613 -0.8965 -3.6158 -0.118 0.121 -0.018 0.023
C -4.3174 -2.1064 -4.3383 0.083 0.155 -0.348 -0.969
O -1.0719 1.0863 -0.9757 0.122 0.161 -0.207 -0.435
C -1.6957 2.3407 -1.2873 0.240 0.538 0.207 -0.296
C -2.7329 2.6449 -0.2128 -0.116 -0.328 0.289 0.236
C -2.6170 4.0431 0.4012 -0.135 -0.263 0.250 -1.552
O -4.0597 2.4173 -0.7078 0.142 0.024 -0.054 -0.240
H -0.4943 -3.2508 2.6627 0.023 -0.087 0.069 0.393
H 1.1978 -3.7342 2.4821 0.027 0.052 0.094 0.300
H 0.7065 -2.0868 2.1208 -0.034 0.043 0.043 0.317
H 0.4263 -4.5697 0.4123 -0.239 -0.114 0.044 0.461
H -0.9014 -3.3503 0.3633 -0.055 -0.391 -0.236 0.133
H 1.0968 -3.1663 -1.3073 0.199 0.059 -0.026 0.381
H 1.9406 -2.4659 0.1078 0.198 -0.050 -0.259 0.021
H -0.0815 -0.9688 0.2362 0.025 0.102 0.010 0.577
H 1.6182 0.3706 0.2812 -0.097 -0.015 0.037 0.553
H 1.1471 1.6229 -0.8201 -0.241 -0.104 -0.115 -0.008
H 3.1457 1.1300 -2.2144 0.118 -0.264 -0.096 0.362
H 3.5031 -0.8711 -0.4092 -0.044 -0.039 -0.110 0.378
H 4.2403 2.7590 -1.0696 -0.062 0.050 -0.067 0.428
H 2.6821 2.8824 -0.2567 -0.085 0.027 -0.254 0.359
H 3.6881 1.3924 1.4381 0.193 -0.088 0.122 0.235
H 5.1362 1.6961 0.7164 -0.067 -0.321 0.092 0.270
H 0.5123 -1.7743 -3.1306 -0.036 0.054 -0.310 0.612
H -2.2250 0.3493 -3.2778 0.055 0.090 0.006 0.843
H -1.2505 -1.0438 -3.5577 0.152 0.126 -0.076 0.451
H -2.4211 -1.0256 -0.8009 0.022 0.206 0.004 0.514
H -2.3079 -2.2755 -1.9977 0.121 -0.004 0.122 0.248
H -4.5770 -1.9319 -1.8848 0.213 0.088 0.042 0.801
H -4.4852 -0.2110 -1.7099 0.207 0.288 -0.250 -0.594
H -4.9508 -2.8477 -3.8469 0.091 -0.052 0.136 0.368
H -3.3177 -2.5064 -4.5378 0.005 -0.161 0.198 0.251
H -4.7575 -1.8807 -5.3108 -0.039 0.046 0.021 0.281
H -0.9225 3.1114 -1.2756 0.057 -0.012 -0.071 0.150
H -2.1450 2.3580 -2.2796 -0.127 -0.198 0.012 0.335
H -2.5518 1.9225 0.5877 0.150 -0.045 -0.039 0.223
H -2.7513 3.9659 1.4806 -0.052 0.070 0.013 0.346
H -1.6285 4.4652 0.2370 -0.049 0.188 -0.093 0.418
H -3.4067 4.6996 0.0424 0.143 0.072 -0.273 0.351
H -4.4516 1.6954 -0.2103 -0.109 0.081 -0.001 0.146
O 5.4471 1.9988 4.4193 -0.020 0.003 0.043 -0.625
N 6.0607 1.1890 3.7594 -0.030 0.040 -0.003 1.116
O 5.5534 0.2574 3.1629 -0.041 -0.059 -0.030 -0.616
C 7.5231 1.3356 3.6756 0.080 0.007 -0.012 0.000
C 8.1335 2.3603 4.3747 0.044 0.130 0.107 -0.395
C 9.5124 2.4774 4.3107 0.030 -0.078 -0.045 -0.412
C 10.2549 1.5793 3.5539 -0.051 0.018 0.010 -0.516
C 9.6193 0.5654 2.8500 0.068 0.049 0.029 -0.499
C 8.2413 0.4379 2.9086 0.047 -0.145 -0.088 -0.176
H 7.5458 3.0507 4.9606 -0.082 -0.044 -0.021 0.469
H 10.0084 3.2681 4.8564 -0.006 0.013 0.004 0.383
H 11.3323 1.6684 3.5143 0.005 0.005 -0.010 0.394
H 10.1970 -0.1336 2.2622 -0.007 -0.029 0.013 0.368
H 7.7377 -0.3500 2.3688 -0.077 0.024 0.027 0.503
O -6.3892 -1.7994 0.3891 -0.012 -0.013 0.028 -0.648
N -6.9960 -1.5348 -0.6300 0.003 0.174 -0.055 1.048
O -6.7098 -1.9691 -1.7283 -0.341 -0.234 -0.039 -0.585
C -8.1276 -0.5999 -0.5487 -0.093 0.044 0.042 0.147
C -8.4506 -0.0397 0.6730 -0.033 0.034 0.142 -0.519
C -9.5017 0.8603 0.7320 -0.053 -0.033 -0.071 -0.402
C -10.2100 1.1817 -0.4181 0.001 -0.023 0.044 -0.472
C -9.8739 0.6001 -1.6332 -0.012 0.043 0.066 -0.630
C -8.8232 -0.2988 -1.7057 -0.035 -0.008 -0.156 -0.148
H -7.8917 -0.2960 1.5604 0.063 -0.044 -0.049 0.478
H -9.7653 1.3149 1.6766 0.017 0.012 0.004 0.394
H -11.0252 1.8909 -0.3680 0.000 0.014 0.002 0.411
H -10.4273 0.8515 -2.5279 0.007 -0.006 -0.014 0.437
H -8.5489 -0.7528 -2.6462 0.073 -0.032 0.039 0.454
O 10.1556 -2.6157 3.6837 0.042 0.015 -0.111 -0.601
N 10.3474 -2.9413 4.8376 -0.060 0.067 0.040 1.047
O 11.4388 -3.0308 5.3593 0.038 -0.006 0.010 -0.615
C 9.1638 -3.2406 5.6619 -0.072 -0.031 0.041 0.169
C 7.9110 -3.1646 5.0821 -0.125 0.032 -0.097 -0.268
C 6.8011 -3.4597 5.8569 0.020 -0.020 0.084 -0.490
C 6.9579 -3.8211 7.1885 0.024 0.006 -0.013 -0.435
C 8.2255 -3.8838 7.7524 -0.076 0.009 -0.053 -0.385
C 9.3425 -3.5920 6.9864 0.059 -0.045 0.154 -0.440
H 7.8012 -2.8811 4.0463 0.087 0.002 -0.013 0.417
H 5.8138 -3.4084 5.4193 -0.003 0.016 -0.013 0.405
H 6.0889 -4.0550 7.7891 -0.006 0.007 0.006 0.378
H 8.3454 -4.1622 8.7901 0.012 0.000 0.008 0.372
H 10.3332 -3.6382 7.4127 0.043 0.018 -0.084 0.452
O -7.2462 2.5317 -0.7747 0.038 0.026 0.022 -0.497
N -7.6734 3.2162 -1.6819 0.047 -0.007 -0.042 1.174
O -8.4166 4.1664 -1.5356 -0.034 0.016 0.018 -0.688
C -7.2738 2.8633 -3.0550 0.005 -0.005 -0.047 -0.678
C -6.4642 1.7625 -3.2469 0.128 -0.204 0.063 0.685
C -6.1015 1.4093 -4.5358 -0.121 0.092 -0.187 -0.637
C -6.5492 2.1633 -5.6129 -0.082 0.097 0.113 -0.638
C -7.3572 3.2754 -5.3994 0.060 -0.094 0.015 -0.412
C -7.7270 3.6326 -4.1116 -0.077 0.100 -0.103 -0.708
H -6.1187 1.1811 -2.4056 -0.029 0.066 0.028 0.509
H -5.4764 0.5426 -4.6779 0.061 0.007 0.007 0.542
H -6.2693 1.8849 -6.6204 0.007 0.009 -0.007 0.455
H -7.7034 3.8648 -6.2374 -0.005 0.017 0.002 0.396
H -8.3560 4.4921 -3.9349 -0.001 -0.011 0.090 0.519
```
Positions in Å, forces in eV/Å.

Summary:
energy above the lowest of the compared OMol25 structures with the same formula, charge and spin: 0.000 eV
E: -3624.10663 Ha
SMILES string: CCCN[C@@]1(C[C@H](O)CN)[C@H](S(=O)(=O)F)OC(=O)[C@]1(CCCOC)OC[C@@H](C)O.O=[N+]([O-])c1ccccc1.O=[N+]([O-])c1ccccc1.O=[N+]([O-])c1ccccc1.O=[N+]([O-])c1ccccc1
lowest unoccupied orbital energy: -0.61 eV
net charge: 0
F_max: 0.035 hartree/bohr